(1)
{"formula": "C24H43N2P3SSm", "method": "ωB97M-V/def2-TZVPD", "spin_multiplicity": 6, "e_lumo_ev": [-10.59, -10.51], "charge": 3, "homo_lumo_gap_ev": [6.09, 6.18], "species": ["Sm", "P", "P", "P", "H", "C", "C", "H", "C", "C", "C", "C", "C", "C", "C", "C", "C", "H", "H", "H", "H", "H", "H", "H", "H", "H", "H", "H", "H", "H", "H", "H", "H", "H", "H", "H", "H", "H", "H", "H", "H", "H", "H", "H", "H", "H", "C", "C", "C", "C", "C", "C", "S", "H", "H", "H", "H", "H", "H", "N", "C", "N", "C", "C", "C", "C", "C", "C", "H", "H", "H", "H", "H", "H"], "positions_angstrom": [[0.05, 0.29, 0.47], [-0.89, -1.89, -1.34], [0.82, -1.26, 2.81], [2.46, -0.87, -0.80], [-1.80, 3.95, -2.18], [-1.53, 3.52, -3.15], [-2.06, 2.36, -3.57], [-2.81, 1.82, -2.97], [-2.70, -1.96, -1.61], [-0.60, -3.58, -0.66], [-0.32, -2.10, -3.07], [1.64, -0.09, 3.97], [-0.45, -1.95, 3.94], [2.02, -2.65, 2.77], [2.78, -0.20, -2.48], [3.01, -2.60, -1.02], [3.90, -0.15, 0.09], [-0.84, 4.09, -3.78], [-1.75, 1.89, -4.51], [-3.06, -0.95, -1.88], [-3.22, -2.28, -0.70], [-2.93, -2.65, -2.43], [-1.09, -3.67, 0.32], [0.47, -3.77, -0.54], [-1.03, -4.33, -1.34], [-0.50, -1.16, -3.61], [-0.91, -2.90, -3.55], [0.74, -2.34, -3.13], [1.89, -0.60, 4.91], [0.96, 0.75, 4.18], [2.55, 0.32, 3.51], [-0.05, -2.03, 4.96], [-0.77, -2.94, 3.59], [-1.33, -1.29, 3.95], [2.21, -3.02, 3.78], [2.96, -2.33, 2.31], [1.60, -3.47, 2.17], [3.86, -0.11, -2.62], [2.32, 0.79, -2.58], [2.36, -0.86, -3.25], [4.07, -2.62, -1.29], [2.43, -3.10, -1.81], [2.87, -3.16, -0.08], [4.80, -0.38, -0.50], [3.99, -0.59, 1.09], [3.79, 0.93, 0.18], [2.01, 3.68, -0.85], [3.02, 4.18, 0.00], [3.81, 5.25, -0.42], [3.59, 5.84, -1.68], [2.57, 5.36, -2.50], [1.77, 4.31, -2.08], [1.16, 2.23, -0.48], [0.26, 2.17, 0.90], [3.18, 3.71, 0.97], [4.59, 5.63, 0.23], [4.23, 6.66, -2.01], [2.39, 5.82, -3.47], [0.95, 3.93, -2.70], [-4.18, 1.31, 1.28], [-2.88, 1.37, 0.94], [-2.29, 0.18, 1.17], [-3.28, -0.68, 1.68], [-3.26, -2.07, 1.89], [-4.48, -2.70, 2.17], [-5.68, -1.97, 2.24], [-5.69, -0.58, 2.03], [-4.47, 0.03, 1.76], [-4.85, 2.08, 1.22], [-2.40, 2.26, 0.52], [-2.31, -2.60, 1.82], [-4.50, -3.78, 2.35], [-6.61, -2.50, 2.45], [-6.59, 0.03, 2.06]]}

---

(2)
{"formula": "C6H15N3", "method": "ωB97M-V/def2-TZVPD", "spin_multiplicity": 1, "e_lumo_ev": [0.50, 0.50], "homo_lumo_gap_ev": [8.15, 8.15], "species": ["C", "C", "C", "C", "N", "H", "H", "H", "H", "H", "H", "H", "H", "H", "C", "N", "C", "N", "H", "H", "H", "H", "H", "H"], "positions_angstrom": [[0.27, 1.13, 0.65], [2.53, 0.44, -1.04], [0.83, 0.68, 1.98], [1.36, -0.35, -0.60], [1.00, -1.50, -0.66], [-0.26, -1.58, -0.30], [0.91, 1.82, 0.10], [-0.66, 1.65, 0.81], [3.37, -0.21, -1.28], [2.86, 1.12, -0.26], [2.28, 1.04, -1.91], [0.22, -0.13, 2.39], [0.82, 1.50, 2.71], [1.85, 0.31, 1.91], [-1.65, 0.55, -1.61], [-2.02, -1.80, 1.13], [-1.56, -1.27, -0.12], [-1.61, 0.06, -0.25], [-1.49, -2.61, 1.46], [-2.11, -1.08, 1.82], [-1.90, -1.86, -0.99], [-2.69, 0.56, -1.96], [-1.27, 1.57, -1.65], [-1.08, -0.06, -2.33]]}

---

(3)
{"formula": "C12H16N2", "method": "ωB97M-V/def2-TZVPD", "spin_multiplicity": 2, "e_lumo_ev": [-3.80, -7.79], "charge": 1, "homo_lumo_gap_ev": [8.19, 4.04], "species": ["C", "C", "C", "C", "C", "C", "C", "C", "H", "H", "H", "H", "H", "H", "H", "H", "H", "H", "C", "C", "C", "C", "N", "N", "H", "H", "H", "H", "H", "H"], "positions_angstrom": [[-1.47, -0.40, -0.74], [-2.70, -1.01, -1.39], [-1.03, -1.01, 0.53], [-0.48, -0.12, 1.52], [-0.97, -2.40, 0.76], [-0.07, -0.56, 2.77], [-0.48, -2.84, 1.96], [-0.07, -1.92, 2.99], [-0.57, -0.52, -1.37], [-1.50, 0.68, -0.56], [-2.86, -0.59, -2.38], [-0.32, 0.91, 1.26], [-1.31, -3.10, 0.01], [0.24, 0.16, 3.51], [-0.33, -3.91, 2.11], [0.28, -2.42, 3.89], [-3.59, -0.85, -0.78], [-2.59, -2.09, -1.47], [2.63, 1.70, 0.43], [0.69, 2.58, -1.01], [1.72, 1.74, -0.75], [0.83, 1.05, -2.56], [0.07, 2.11, -2.16], [1.78, 0.76, -1.72], [0.32, 3.48, -0.54], [-0.38, 2.76, -2.79], [2.76, 0.67, 0.76], [2.26, 2.28, 1.26], [0.61, 0.46, -3.44], [3.62, 2.04, 0.15]]}